# 1
Density functional theory data (ωB97M-V/def2-TZVPD) for a molecular structure, CH2GaO3 at a distorted geometry.

```
7
Properties=species:S:1:pos:R:3:forces:R:3
Ga -1.484681 -1.135528 0.483635 -0.19 0.07 0.15
O -0.059225 -0.780710 -0.747067 -0.53 -1.85 -0.34
O 1.266156 1.016841 -0.544480 -0.15 -0.89 1.85
O -0.398095 0.445755 0.916093 -1.01 -1.08 0.83
C 0.503008 0.247596 -0.070278 1.89 3.42 -3.42
H 0.277667 -0.811073 -1.680692 -0.11 -0.81 -0.81
H -0.104830 1.017119 1.642789 0.11 1.14 1.72
```
Forces are in eV/Å.

Properties
Charge ... +3
Gap between HOMO and LUMO (spin up / spin down) ... 6.232 / 4.273 eV
HOMO level (spin up / spin down) ... -29.7 / -28.1 eV

=====

# 2
Density functional theory data (ωB97M-V/def2-TZVPD) for C5H6O3 in the gas phase at a distorted geometry.

```
14
Properties=species:S:1:pos:R:3:forces:R:3
O 1.320956 0.719173 0.679086 0.80 1.77 0.78
O -0.834441 2.252458 -1.403657 -0.06 0.84 -2.36
O -0.897709 0.441367 0.221671 -0.25 -0.97 1.60
C 0.208158 2.193261 -0.835950 -2.57 -0.47 2.54
C 1.049372 -0.547645 0.368244 -0.58 -1.12 0.02
C -0.749074 -2.149786 -0.060679 -2.31 -1.14 0.62
C 0.147541 1.449441 0.461369 -0.06 -3.87 -2.51
C -0.224231 -0.846942 0.186050 3.12 3.62 0.09
H 1.011354 2.845402 -0.779272 2.26 1.76 -1.53
H 1.884757 -1.162445 0.406619 1.15 -1.22 -0.01
H -1.533344 -1.995852 -0.741416 -1.47 -0.03 -1.21
H -0.145952 -2.929382 -0.566780 0.26 0.76 0.95
H -1.296474 -2.458546 0.862845 0.64 -0.55 -0.60
H 0.059088 2.189496 1.201871 -0.94 0.62 1.62
```
Forces are in eV/Å.

Properties
Charge ... 0
SMILES ... CC1=CO[C@@H](C=O)O1
Gap between HOMO and LUMO ... 8.584 eV
Relative energy (zero: lowest compared OMol25 entry of this formula, charge and spin) ... 73.0 kcal per mole
HOMO level ... -8.0 eV

=====

# 3
Density functional theory data (ωB97M-V/def2-TZVPD) for 8 unconnected molecules or ions with the total composition C17H53N3O8 at a distorted geometry.

```
81
Properties=species:S:1:pos:R:3:forces:R:3
O 4.085386 -3.989930 1.957625 -0.64 0.72 0.08
O -0.653830 -3.246292 6.979903 0.06 0.18 -0.94
O -1.465178 6.261543 2.723443 0.58 0.31 -0.97
O -1.259766 0.413263 -2.040722 -0.37 0.54 -0.33
O -0.471828 -6.581545 -1.666432 -0.11 0.10 0.86
O 5.873796 2.975297 -0.049045 0.70 -0.01 0.16
O -6.049545 0.761987 0.443539 -0.33 -0.37 0.39
O 0.601000 0.723781 -7.084998 -2.25 -0.49 -0.61
N -2.247954 -0.264727 -7.060623 -0.93 -0.04 0.58
N 0.616295 5.300627 -0.203224 -0.07 0.57 0.67
N 1.308293 -1.531593 8.414233 -0.08 0.32 1.21
C 5.337276 -4.583220 2.058309 0.97 -0.84 -0.23
C -7.137423 1.170320 -0.349354 0.24 0.71 -1.18
C -1.263684 -0.555377 -8.074144 0.28 1.10 0.04
C -0.415461 -3.167999 5.544070 0.45 -0.06 0.96
C 5.901692 1.563661 -0.193818 -1.74 -0.23 0.09
C -0.854647 5.439920 1.721264 0.82 -0.15 0.84
C -0.322996 0.661266 -8.240485 1.59 -0.77 1.25
C -1.860542 -6.790218 -1.917913 0.34 0.29 -0.79
C -0.316819 -0.630488 -2.024791 -0.21 -0.61 1.08
C 0.438645 -3.728467 7.774604 0.55 -0.32 -1.14
C 2.976455 -3.369503 8.501645 -1.72 -0.42 -0.16
C -0.295824 6.181436 0.513070 -1.67 1.07 0.26
C -1.477754 6.681436 -0.355528 0.36 -0.81 -0.48
C 1.419290 1.848507 -7.074765 0.91 -0.43 -0.30
C 1.697256 -2.795069 7.801619 0.20 0.83 0.31
C -1.928822 -0.889532 -9.413092 -0.02 -0.28 0.64
C -1.862827 5.602232 3.895051 -1.25 -0.34 -0.27
H -2.196440 7.324643 0.152298 0.30 0.16 0.04
H -1.536001 4.675319 1.348124 -0.40 -0.18 0.12
H -1.823034 0.320365 -1.268906 -0.03 0.07 -0.15
H 1.974802 1.824025 -6.137271 0.00 0.08 -0.02
H -0.887068 1.593503 -8.269895 -0.22 0.05 -0.13
H 2.014445 -2.343900 6.861437 -0.15 -1.35 -0.88
H 3.164146 -4.365188 8.099799 0.32 0.06 -0.17
H -2.123150 -7.846101 -1.852749 -0.04 -0.06 -0.26
H 0.298914 0.572857 -9.131281 0.04 0.06 -0.27
H -0.011864 -3.880796 8.755385 0.30 0.45 0.28
H -7.654587 2.031981 0.072775 -0.23 -0.08 0.19
H 3.547434 -4.512498 1.358354 -0.03 0.01 0.00
H -6.714615 1.512981 -1.293774 0.02 0.03 -0.05
H -1.326692 -3.053143 4.957068 -0.34 0.18 0.69
H 0.017292 -6.826986 -2.455181 -0.11 -0.03 0.01
H -0.755839 -1.408329 -7.623958 0.60 -0.06 -0.64
H -6.467971 0.377766 1.217416 0.41 -0.13 0.32
H -2.529615 -6.251577 -1.246858 0.59 0.15 0.39
H 0.131854 4.436715 -0.400905 0.05 -0.12 -0.49
H -2.653700 -1.683887 -9.235223 -0.03 0.00 -0.09
H 6.661827 1.041845 0.387572 0.46 0.61 -0.35
H 2.118603 1.700556 -7.897679 0.44 0.54 -0.15
H 4.967544 1.177881 0.214399 -0.18 -0.27 0.21
H -1.216302 -1.232912 -10.163088 0.04 0.14 0.02
H -2.496597 6.288745 4.456423 0.48 0.29 0.18
H -1.097298 7.109472 -1.282967 0.01 0.60 0.13
H -2.711878 0.620158 -7.208400 -0.16 0.14 -0.27
H 0.858621 5.798957 -1.047648 0.12 -0.49 -0.36
H -0.439138 -1.155422 -1.077387 0.44 -0.18 0.18
H 4.972347 3.260239 -0.215734 0.04 0.05 0.02
H 3.863537 -2.738353 8.448371 -0.29 0.07 -0.24
H 0.221670 7.082474 0.842368 0.38 -0.16 0.21
H 0.007944 4.936348 2.157672 0.07 -0.28 0.27
H -2.570629 4.808388 3.656458 0.02 -0.49 -0.20
H -1.801368 -0.170196 -6.159664 0.14 -0.09 0.12
H 0.688826 -4.737689 7.447534 0.27 -0.21 -0.34
H -1.090841 5.160987 4.525496 0.45 0.28 -0.16
H 0.230752 -2.312969 5.345496 0.10 -0.06 -0.20
H -2.476549 -0.022792 -9.783027 0.04 0.07 -0.12
H 6.028186 -4.007852 2.674497 -0.44 0.20 0.19
H -0.518212 -1.402783 -2.767155 0.18 0.32 -0.48
H 0.694869 -0.226462 -2.061353 -0.02 -0.13 -0.32
H -2.025929 5.816447 -0.728874 -0.23 -0.29 0.20
H 5.258008 -5.590680 2.466769 0.12 -0.13 0.24
H 5.837332 -4.681653 1.094796 0.00 0.04 -0.29
H 0.946711 2.825343 -7.177515 -0.48 -0.03 -0.02
H 5.840864 1.278686 -1.244143 0.71 -0.14 -0.12
H 2.728227 -3.538927 9.549393 0.10 0.11 0.24
H 0.037778 -4.079158 5.153624 0.32 -0.14 0.22
H -2.023271 -6.353366 -2.903185 -0.66 -0.44 -0.21
H 1.094549 -1.728147 9.381605 0.07 0.18 0.54
H 0.406299 -1.263508 8.047279 -0.16 0.17 -0.39
H -7.835277 0.377280 -0.618029 -0.09 -0.17 0.32
```
Forces are in eV/Å.

Properties
Charge ... 0
SMILES ... COC[C@H](C)N.COC[C@H](C)N.COC[C@H](C)N.CO.CO.CO.CO.CO
Gap between HOMO and LUMO ... 9.389 eV
Relative energy (zero: lowest compared OMol25 entry of this formula, charge and spin) ... 49.3 kcal per mole
HOMO level ... -9.1 eV

=====

# 4
Density functional theory data (ωB97M-V/def2-TZVPD) for 5 unconnected molecules or ions with the total composition C6H22N6O5.

```
39
Properties=species:S:1:pos:R:3:forces:R:3
O -2.562889 -2.652880 3.024531 -0.02 -0.36 -0.18
O 0.435110 1.366024 -1.823576 0.04 -0.44 -0.04
O 3.473673 3.684363 1.648863 0.00 -0.08 -0.21
O -0.401904 0.627590 0.632724 0.25 0.61 0.22
O 0.082977 -1.919622 0.089009 -0.11 -0.06 -0.31
N 0.766823 -3.581105 -1.286404 -0.03 0.61 -0.19
N -2.672175 -2.814931 0.761959 -0.53 -0.26 0.22
N 1.585176 -1.434296 -1.552795 -0.04 -0.46 0.06
N 3.147247 1.450453 1.407667 -0.09 0.22 -0.10
N 1.356149 2.857816 1.808571 0.42 -0.54 0.09
N -3.960031 -4.203648 2.119300 -0.22 -0.01 -0.49
C 1.034845 3.120866 -3.327510 0.14 -0.48 -0.24
C 0.457744 2.762395 -1.975006 -0.11 0.95 -0.03
C -1.608202 0.958628 1.300278 -0.58 -0.22 -0.07
C -3.031151 -3.198902 2.038607 0.52 0.49 0.30
C 2.711527 2.733135 1.617547 -0.09 0.45 0.19
C 0.755928 -2.272090 -0.887339 0.37 -0.17 0.60
H -0.020665 1.132173 -0.991039 0.07 0.15 -0.02
H -4.266322 -4.662491 1.280637 0.03 -0.14 0.12
H 0.393329 2.731550 -4.121280 -0.03 0.09 0.01
H 0.798294 2.057136 1.552711 -0.35 0.23 -0.18
H -1.992630 1.895398 0.894290 0.30 0.11 0.04
H 2.038408 -1.773021 -2.381941 -0.03 0.24 -0.10
H -1.464702 1.057597 2.376961 0.01 -0.01 0.01
H 4.122908 1.355443 1.200295 0.03 -0.20 0.17
H 2.012253 2.651177 -3.464818 0.02 0.08 0.11
H -4.103219 -4.677013 2.990736 0.01 0.21 0.13
H -2.394528 0.223590 1.106945 0.16 -0.16 0.13
H 1.034734 3.262910 -1.184867 0.09 -0.25 0.02
H 0.134086 -4.211416 -0.831956 0.18 -0.11 0.12
H -0.142837 -0.303188 0.748295 -0.33 -0.22 -0.17
H 1.494636 -0.436248 -1.428417 -0.08 0.15 -0.11
H -1.747542 -2.424299 0.642047 -0.02 0.06 -0.06
H -0.554857 3.190463 -1.916472 0.00 -0.20 0.05
H 2.561659 0.654935 1.578148 0.09 -0.08 -0.08
H 0.983540 3.784324 1.718332 -0.04 0.01 0.04
H -3.106981 -3.273089 -0.019578 0.23 0.00 -0.08
H 1.152210 4.194890 -3.459532 -0.08 0.04 0.09
H 1.497395 -3.914630 -1.885909 -0.15 -0.23 -0.06
```
Forces are in eV/Å.

Properties
Charge ... 0
SMILES ... NC(N)=O.NC(N)=O.NC(N)=O.CCO.CO
Gap between HOMO and LUMO ... 9.832 eV
Relative energy (zero: lowest compared OMol25 entry of this formula, charge and spin) ... 0.0 kcal per mole
HOMO level ... -9.5 eV